DFT (ωB97M-V/def2-TZVPD) results for a cluster of 10 separate species, C38H82BN10O12PSi in total at a distorted geometry.

Last columns: bonded neighbours and bond lengths (Å).
Atoms and positions in Å:
1 C 4.399 -1.757 0.200  B2 1.621, H19 1.132, H20 1.119, H21 1.127
2 B 2.859 -2.099 -0.175  C1 1.621, O3 1.440, Si4 1.991
3 O 2.296 -3.393 0.110  B2 1.440, H22 0.976
4 Si 1.746 -0.715 -1.074  B2 1.991, C5 1.908, P16 2.220, H23 1.486
5 C 1.579 0.879 -0.038  Si4 1.908, C6 1.584, H24 1.143, H25 1.125
6 C 1.167 2.179 -0.843  C5 1.584, C7 1.561, H26 1.132, H27 1.120
7 C 1.832 2.328 -2.247  C6 1.561, O8 1.215, N9 1.461
8 O 1.243 1.958 -3.243  C7 1.215
9 N 3.139 2.943 -2.463  C7 1.461, C10 1.452, H28 1.023
10 C 4.142 1.931 -2.741  N9 1.452, C11 1.466, C15 1.467
11 C 4.080 1.053 -3.914  C10 1.466, C12 1.447, H29 1.115
12 C 5.095 0.040 -4.108  C11 1.447, C13 1.458, H30 1.117
13 C 6.203 -0.119 -3.175  C12 1.458, C14 1.462, H31 1.109
14 C 6.245 0.770 -2.015  C13 1.462, C15 1.463, H32 1.117
15 C 5.243 1.809 -1.780  C10 1.467, C14 1.463, H33 1.110
16 P -0.181 -1.629 -1.689  Si4 2.220, C17 1.892, O18 1.734
17 C -1.343 -0.343 -2.446  P16 1.892, H34 1.125, H35 1.117, H36 1.124
18 O 0.243 -2.631 -3.040  P16 1.734, H37 0.978
19 H 5.027 -2.471 -0.414  C1 1.132
20 H 4.608 -1.891 1.292  C1 1.119
21 H 4.668 -0.727 -0.169  C1 1.127
22 H 2.452 -3.909 -0.704  O3 0.976
23 H 2.477 -0.401 -2.329  Si4 1.486
24 H 0.796 0.755 0.786  C5 1.143
25 H 2.556 1.045 0.495  C5 1.125
26 H 1.523 3.063 -0.231  C6 1.132
27 H 0.054 2.251 -0.950  C6 1.120
28 H 3.406 3.520 -1.661  N9 1.023
29 H 3.200 1.205 -4.583  C11 1.115
30 H 4.989 -0.618 -5.004  C12 1.117
31 H 6.967 -0.908 -3.333  C13 1.109
32 H 7.076 0.634 -1.282  C14 1.117
33 H 5.329 2.462 -0.885  C15 1.110
34 H -2.375 -0.561 -2.054  C17 1.125
35 H -1.024 0.709 -2.247  C17 1.117
36 H -1.356 -0.465 -3.563  C17 1.124
37 H 0.818 -2.055 -3.583  O18 0.978
38 C -2.483 0.593 1.742  O39 1.226, N40 1.343, H43 1.100
39 O -1.382 0.948 1.334  C38 1.226
40 N -3.660 0.936 1.193  C38 1.343, C41 1.450, C42 1.451
41 C -4.924 0.476 1.732  N40 1.450, H44 1.090, H45 1.091, H46 1.090
42 C -3.669 1.796 0.024  N40 1.451, H47 1.092, H48 1.092, H49 1.089
43 H -2.591 -0.059 2.622  C38 1.100
44 H -5.452 -0.094 0.967  C41 1.090
45 H -5.524 1.340 2.020  C41 1.091
46 H -4.766 -0.158 2.606  C41 1.090
47 H -3.110 1.315 -0.782  C42 1.092
48 H -3.183 2.743 0.269  C42 1.092
49 H -4.692 1.982 -0.301  C42 1.089
50 C 8.990 3.200 -2.080  O51 1.221, N52 1.351, H55 1.099
51 O 7.811 3.303 -1.778  C50 1.221
52 N 9.481 3.314 -3.333  C50 1.351, C53 1.452, C54 1.452
53 C 10.898 3.179 -3.622  N52 1.452, H56 1.093, H57 1.093, H58 1.090
54 C 8.560 3.579 -4.424  N52 1.452, H59 1.092, H60 1.092, H61 1.089
55 H 9.767 2.999 -1.329  C50 1.099
56 H 11.258 4.106 -4.076  C53 1.093
57 H 11.041 2.351 -4.320  C53 1.093
58 H 11.466 2.983 -2.713  C53 1.090
59 H 8.038 4.519 -4.235  C54 1.092
60 H 7.822 2.775 -4.477  C54 1.092
61 H 9.100 3.644 -5.368  C54 1.089
62 C -1.518 2.504 3.938  O63 1.220, N64 1.356, H67 1.096
63 O -2.644 2.354 4.384  C62 1.220
64 N -0.460 2.986 4.635  C62 1.356, C65 1.448, C66 1.451
65 C 0.848 3.136 4.032  N64 1.448, H68 1.093, H69 1.093, H70 1.090
66 C -0.644 3.363 6.024  N64 1.451, H71 1.092, H72 1.092, H73 1.089
67 H -1.270 2.254 2.901  C62 1.096
68 H 1.570 2.528 4.584  C65 1.093
69 H 1.147 4.187 4.078  C65 1.093
70 H 0.833 2.815 2.991  C65 1.090
71 H -0.986 2.495 6.592  C66 1.092
72 H -1.406 4.143 6.089  C66 1.092
73 H 0.292 3.730 6.445  C66 1.089
74 C 6.774 -6.132 1.368  O75 1.216, N76 1.354, H79 1.103
75 O 7.766 -6.068 2.067  C74 1.216
76 N 5.503 -5.943 1.797  C74 1.354, C77 1.450, C78 1.451
77 C 4.365 -6.035 0.902  N76 1.450, H80 1.092, H81 1.093, H82 1.090
78 C 5.273 -5.637 3.196  N76 1.451, H83 1.092, H84 1.092, H85 1.089
79 H 6.836 -6.358 0.290  C74 1.103
80 H 3.835 -5.081 0.898  C77 1.092
81 H 3.696 -6.823 1.256  C77 1.093
82 H 4.687 -6.269 -0.113  C77 1.090
83 H 5.803 -4.718 3.456  C78 1.092
84 H 5.664 -6.450 3.812  C78 1.092
85 H 4.208 -5.512 3.387  C78 1.089
86 C -3.453 -3.496 -3.142  O87 1.217, N88 1.354, H91 1.102
87 O -4.424 -2.784 -2.961  C86 1.217
88 N -3.442 -4.846 -3.033  C86 1.354, C89 1.449, C90 1.451
89 C -2.242 -5.623 -3.265  N88 1.449, H92 1.093, H93 1.093, H94 1.090
90 C -4.669 -5.532 -2.673  N88 1.451, H95 1.092, H96 1.092, H97 1.089
91 H -2.471 -3.078 -3.419  C86 1.102
92 H -2.420 -6.324 -4.085  C89 1.093
93 H -1.994 -6.180 -2.359  C89 1.093
94 H -1.405 -4.975 -3.525  C89 1.090
95 H -5.437 -5.312 -3.418  C90 1.092
96 H -5.013 -5.170 -1.702  C90 1.092
97 H -4.502 -6.607 -2.625  C90 1.089
98 C -8.786 1.319 0.291  O99 1.219, N100 1.351, H103 1.103
99 O -7.587 1.098 0.273  C98 1.219
100 N -9.533 1.474 1.406  C98 1.351, C101 1.450, C102 1.453
101 C -10.958 1.734 1.349  N100 1.450, H104 1.092, H105 1.092, H106 1.090
102 C -8.886 1.376 2.703  N100 1.453, H107 1.092, H108 1.091, H109 1.088
103 H -9.373 1.412 -0.638  C98 1.103
104 H -11.166 2.687 1.840  C101 1.092
105 H -11.489 0.933 1.868  C101 1.092
106 H -11.304 1.781 0.316  C101 1.090
107 H -8.105 2.137 2.772  C102 1.092
108 H -8.424 0.392 2.801  C102 1.091
109 H -9.609 1.521 3.503  C102 1.088
110 C 12.171 3.124 0.503  O111 1.219, N112 1.351, H115 1.102
111 O 11.961 2.900 -0.677  C110 1.219
112 N 11.727 2.366 1.529  C110 1.351, C113 1.450, C114 1.453
113 C 12.018 2.695 2.910  N112 1.450, H116 1.092, H117 1.092, H118 1.090
114 C 10.933 1.184 1.238  N112 1.453, H119 1.092, H120 1.092, H121 1.089
115 H 12.762 3.994 0.832  C110 1.102
116 H 12.567 1.869 3.368  C113 1.092
117 H 11.079 2.849 3.448  C113 1.092
118 H 12.618 3.602 2.975  C113 1.090
119 H 11.515 0.505 0.612  C114 1.092
120 H 10.035 1.478 0.692  C114 1.092
121 H 10.651 0.680 2.161  C114 1.089
122 C -11.163 1.296 -3.737  O123 1.217, N124 1.354, H127 1.103
123 O -11.866 1.969 -3.007  C122 1.217
124 N -10.042 1.729 -4.360  C122 1.354, C125 1.450, C126 1.452
125 C -9.254 0.864 -5.216  N124 1.450, H128 1.092, H129 1.093, H130 1.089
126 C -9.616 3.103 -4.163  N124 1.452, H131 1.092, H132 1.092, H133 1.089
127 H -11.397 0.240 -3.953  C122 1.103
128 H -8.241 0.788 -4.815  C125 1.092
129 H -9.217 1.291 -6.221  C125 1.093
130 H -9.692 -0.132 -5.269  C125 1.089
131 H -9.437 3.277 -3.101  C126 1.092
132 H -10.407 3.777 -4.498  C126 1.092
133 H -8.704 3.301 -4.725  C126 1.089
134 C -7.860 -0.898 5.344  O135 1.216, N136 1.354, H139 1.103
135 O -8.824 -0.182 5.536  C134 1.216
136 N -7.856 -2.248 5.452  C134 1.354, C137 1.449, C138 1.451
137 C -6.664 -3.035 5.207  N136 1.449, H140 1.093, H141 1.093, H142 1.090
138 C -9.084 -2.926 5.824  N136 1.451, H143 1.092, H144 1.092, H145 1.089
139 H -6.878 -0.484 5.057  C134 1.103
140 H -6.856 -3.733 4.389  C137 1.093
141 H -6.411 -3.595 6.111  C137 1.093
142 H -5.825 -2.394 4.939  C137 1.090
143 H -9.858 -2.701 5.088  C138 1.092
144 H -9.415 -2.563 6.799  C138 1.092
145 H -8.924 -4.002 5.870  C138 1.089

Its structure (SMILES) is CB(O)[Si@H](CCC(=O)Nc1ccccc1)P(C)O.CN(C)C=O.CN(C)C=O.CN(C)C=O.CN(C)C=O.CN(C)C=O.CN(C)C=O.CN(C)C=O.CN(C)C=O.CN(C)C=O. Its gap between HOMO and LUMO is 8.11 eV. Its strongest force on any atom is 3.004 eV Å⁻¹. Its total charge is 0.